A cluster of 10 separate species, H19O10 in total. Source: the Open Molecules 2025 dataset; level of theory: ωB97M-V/def2-TZVPD.

Geometry (Å):
O -2.4757 -1.3791 -1.9783
H -2.6247 -2.1587 -1.4393
H 0.4927 -3.1728 -1.5740
O 2.0983 3.4167 1.0630
H 1.6045 2.5405 0.9970
H 0.4627 1.3807 -0.0834
O -1.6630 0.9905 0.7459
H 1.7467 4.1640 0.5903
H -1.1222 0.2556 1.1278
O 2.7685 -2.5002 -1.3746
H 0.0605 3.4797 2.6587
H -1.5038 -1.2653 -2.0195
O -0.5639 2.7438 2.7367
H 0.1715 -2.3690 -0.2697
H 3.4153 -2.7776 -0.7323
O -2.1544 1.0985 -3.6680
H -1.6941 0.2870 -3.4666
H -2.3769 1.5910 -2.8792
O 1.2459 -1.5377 0.5214
H 1.9149 -1.7742 1.1707
H 0.0829 -1.4204 1.3046
O -0.7537 -1.2086 1.9727
H -0.5228 -1.3304 2.8945
H -0.7453 2.6424 1.7788
O -0.1943 -2.5836 -1.2435
H -2.3744 1.1812 1.3570
O 1.2564 1.1268 0.4061
H 2.4089 -1.6151 -1.2819
H 1.0393 0.1941 0.6852

Cartesian forces (eV/Å) of the 3 atoms listed first:
O -0.0256 0.7106 -0.5833
H 0.5198 -0.0138 0.0485
H 0.1007 0.2104 -0.0008

Calculated values
E_LUMO: 3.3 eV
Orbital gap: 9.396 eV
Calculated total energy: -763.83862 a.u.
F_max: 2.53 eV Å⁻¹
Energy above the lowest of the compared OMol25 structures with the same formula, charge and spin: 32.5 kcal per mole
Net charge: -1

natural (NBO) population analysis, charges in e, atoms 1 to 4: O -0.98; H 0.48; H 0.47; O -1.02